Record 1
{"formula": "C3H7N3", "method": "ωB97M-V with the def2-TZVPD basis set", "species": ["C", "N", "C", "C", "N", "N", "H", "H", "H", "H", "H", "H", "H"], "xyz": [[-1.312, -1.044, -0.628], [0.141, -0.806, -0.564], [0.529, 0.573, -0.076], [1.095, 0.244, 1.245], [0.634, 1.472, -0.967], [1.094, 0.920, 2.312], [0.605, -0.973, -1.458], [0.953, 2.352, -0.558], [0.549, 1.798, 2.258], [0.722, -1.235, 0.336], [-1.774, -0.335, -1.315], [-1.728, -0.901, 0.368], [-1.507, -2.065, -0.952]], "relative_energy_kcal_mol": 91.3, "energy_ha": -282.628806, "total_charge": 0, "e_homo_ev": -7.1}



Record 2
{"formula": "C3H7N3", "method": "ωB97M-V with the def2-TZVPD basis set", "species": ["C", "C", "C", "H", "H", "H", "H", "H", "H", "H", "N", "N", "N"], "xyz": [[-1.406, -0.375, 1.319], [-0.337, 0.986, -0.360], [1.486, -0.703, -0.434], [-0.892, -0.369, 2.207], [-2.163, -1.237, 1.406], [-1.908, 0.642, 1.452], [-1.135, 1.546, 0.247], [0.236, 2.140, -1.598], [1.639, 0.219, -0.940], [2.262, -1.566, -0.327], [-0.525, -0.294, 0.159], [0.520, 1.321, -1.199], [0.504, -1.143, 0.240]], "relative_energy_kcal_mol": 87.8, "energy_ha": -282.634265, "total_charge": 0, "smiles": "[H]/N=C/N(C)N=C", "e_homo_ev": -8.8}



Record 3
{"formula": "C3H7N3", "method": "ωB97M-V with the def2-TZVPD basis set", "species": ["C", "C", "C", "H", "H", "H", "H", "H", "H", "H", "N", "N", "N"], "xyz": [[0.992, 0.309, -0.043], [-0.018, -0.781, 0.209], [-1.262, -0.351, -0.336], [2.505, -0.864, -0.056], [-0.007, -0.936, 1.279], [0.389, -1.734, -0.236], [-2.066, -0.994, 0.088], [-1.367, -0.430, -1.338], [-1.421, 1.091, 0.977], [0.722, 2.223, -0.548], [2.267, 0.089, -0.086], [-1.088, 0.984, 0.088], [0.352, 1.395, 0.001]], "relative_energy_kcal_mol": 64.0, "energy_ha": -282.672299, "total_charge": 0, "smiles": "[H]/N=C1\\CCNN1", "e_homo_ev": -8.7}



Record 4
{"formula": "C3H7N3", "method": "ωB97M-V with the def2-TZVPD basis set", "species": ["C", "C", "C", "N", "N", "N", "H", "H", "H", "H", "H", "H", "H"], "xyz": [[-2.377, -0.660, -0.022], [2.203, -0.541, -0.081], [0.078, 1.087, 0.090], [-1.185, -1.072, 0.159], [1.125, -1.127, -0.071], [-0.152, -0.270, 0.090], [-3.192, -1.355, -0.084], [-2.646, 0.329, -0.460], [3.125, -1.149, -0.042], [2.434, 0.509, -0.191], [-0.734, 1.570, 0.682], [0.977, 1.151, 0.782], [0.344, 1.528, -0.852]], "relative_energy_kcal_mol": 92.1, "energy_ha": -282.627484, "total_charge": 0, "smiles": "C=NN(C)N=C", "e_homo_ev": -8.3}



Record 5
{"formula": "C3H7N3O", "method": "ωB97M-V with the def2-TZVPD basis set", "species": ["C", "N", "C", "O", "N", "C", "N", "H", "H", "H", "H", "H", "H", "H"], "xyz": [[-0.408, -0.822, 1.439], [0.256, -0.427, 0.183], [-0.516, -0.799, -1.146], [-0.913, -1.927, -1.324], [-0.475, 0.392, -1.662], [0.428, 1.049, -0.111], [1.638, 1.431, -0.233], [-1.396, -0.356, 1.479], [0.192, -0.492, 2.290], [-0.529, -1.909, 1.452], [1.210, -0.798, 0.144], [-0.759, 0.591, -2.605], [-0.426, 1.626, 0.254], [1.697, 2.442, -0.159]], "relative_energy_kcal_mol": 57.7, "energy_ha": -357.957971, "total_charge": 0, "e_homo_ev": -8.9}



Record 6
{"formula": "C3H7N3O", "method": "ωB97M-V with the def2-TZVPD basis set", "species": ["C", "N", "C", "C", "O", "N", "N", "H", "H", "H", "H", "H", "H", "H"], "xyz": [[1.508, 0.529, 0.419], [-1.230, 0.864, -0.829], [0.574, -0.452, -0.195], [0.692, -1.767, -0.277], [-0.228, 0.308, -1.579], [-1.225, 0.279, 0.345], [-1.978, 0.440, 1.316], [-2.098, 1.098, -1.308], [-2.809, 1.006, 1.073], [1.593, 1.420, -0.199], [1.162, 0.828, 1.410], [2.491, 0.071, 0.511], [1.616, -2.231, 0.038], [-0.065, -2.392, -0.724]], "relative_energy_kcal_mol": 167.7, "energy_ha": -357.782645, "total_charge": 0, "smiles": "[H]/N=N\\NOC(=C)C", "e_homo_ev": -8.7}



Record 7
{"formula": "C3H7N3O", "method": "ωB97M-V with the def2-TZVPD basis set", "species": ["C", "C", "C", "H", "H", "H", "H", "H", "H", "H", "N", "N", "N", "O"], "xyz": [[0.512, -1.200, 0.106], [1.533, -0.039, -0.107], [-0.685, 0.677, -0.150], [-2.457, -0.570, 0.061], [0.422, -1.432, 1.152], [0.805, -2.085, -0.399], [2.389, -0.055, 0.588], [1.927, 0.052, -1.137], [0.908, 1.977, -0.151], [-1.696, 2.273, 0.321], [-0.689, -0.672, -0.473], [0.615, 1.075, 0.148], [-1.788, 1.328, -0.049], [-1.797, -1.328, 0.090]], "relative_energy_kcal_mol": 55.1, "energy_ha": -357.962081, "total_charge": 0, "smiles": "[H]/N=C1\\NCCN1O", "e_homo_ev": -9.0}



Record 8
{"formula": "C3H7N3O", "method": "ωB97M-V with the def2-TZVPD basis set", "species": ["C", "N", "N", "C", "C", "N", "O", "H", "H", "H", "H", "H", "H", "H"], "xyz": [[0.127, -0.270, -0.187], [1.133, -0.326, -1.216], [-0.566, -1.462, 0.173], [0.771, 0.419, 1.183], [-0.648, 0.951, -0.347], [-1.538, 1.743, -0.463], [0.307, 0.047, 2.290], [0.756, -0.628, -2.108], [1.852, -0.987, -0.938], [-0.760, -1.445, 1.176], [-1.385, -1.686, -0.375], [-2.400, 1.609, -0.983], [1.860, 0.471, 0.974], [0.489, 1.564, 0.821]], "relative_energy_kcal_mol": 115.5, "energy_ha": -357.865790, "total_charge": 0, "e_homo_ev": [-8.3, -8.3]}



Record 9
{"formula": "C3H7N3O", "method": "ωB97M-V with the def2-TZVPD basis set", "species": ["C", "C", "C", "H", "H", "H", "H", "H", "H", "H", "N", "N", "N", "O"], "xyz": [[-1.073, -0.798, -0.459], [0.402, -1.305, 0.367], [1.057, 1.327, -0.021], [-1.856, -1.482, -0.023], [-1.015, -1.026, -1.626], [0.485, -2.462, 0.426], [0.260, -0.788, 1.391], [1.721, 2.226, -0.009], [-0.569, 2.447, -0.657], [-1.272, 0.420, 1.092], [2.030, 0.420, 0.037], [-0.298, 1.422, -0.168], [-1.444, 0.512, 0.108], [1.571, -0.914, -0.459]], "relative_energy_kcal_mol": 151.7, "energy_ha": -357.808199, "total_charge": 0, "smiles": "C1=NOCCNN1", "e_homo_ev": -8.7}



Record 10
{"formula": "C3H7N3O", "method": "ωB97M-V with the def2-TZVPD basis set", "species": ["C", "C", "C", "N", "N", "N", "O", "H", "H", "H", "H", "H", "H", "H"], "xyz": [[2.184, -0.142, -0.402], [1.228, 0.870, 0.057], [-1.942, -0.758, -0.013], [3.285, -0.165, 0.213], [-0.974, 1.512, 0.292], [-0.050, 0.759, -0.078], [-0.556, -0.530, -0.274], [1.927, -0.801, -1.325], [1.665, 1.818, 0.440], [-2.667, -0.153, -0.487], [-2.185, -0.398, 1.074], [-1.948, -1.838, -0.111], [3.891, -0.981, -0.023], [-0.772, 2.437, 0.616]], "relative_energy_kcal_mol": 140.3, "energy_ha": -357.826316, "total_charge": 0, "e_homo_ev": -8.0}